Density functional theory data (ωB97M-V with the def2-TZVPD basis set) for 5 unconnected molecules or ions with the total composition C47H73Br2F3O20P4 in a non-equilibrium geometry.

Last column: Löwdin charge in e.
Cartesian coordinates (Å):
C (-4.648, 3.370, 4.733)  -0.13
C (-3.820, 4.470, 4.006)  -0.27
C (-2.494, 3.931, 3.421)  -0.22
C (-2.034, 4.846, 2.258)  -0.22
C (-0.548, 4.598, 1.837)  -0.19
C (-0.423, 3.548, 0.693)  -0.18
C (0.510, 3.994, -0.477)  -0.18
C (1.839, 3.196, -0.560)  -0.17
C (1.780, 1.957, -1.513)  -0.11
C (0.610, 1.069, -1.113)  -0.10
C (-0.651, 1.164, -1.739)  -0.14
C (-0.938, 2.129, -2.902)  -0.08
C (-1.590, 1.332, -4.045)  -0.24
C (-2.897, 1.588, -4.437)  -0.06
C (-3.527, 0.866, -5.447)  -0.08
C (-2.859, -0.158, -6.105)  -0.08
C (-1.531, -0.398, -5.730)  -0.09
C (-0.902, 0.323, -4.730)  -0.04
C (-1.729, 0.377, -1.339)  0.04
C (-1.618, -0.563, -0.323)  -0.13
C (-2.842, -1.384, 0.058)  -0.17
C (-3.004, -2.687, -0.776)  -0.18
C (-4.501, -3.073, -0.840)  -0.80
F (-4.574, -4.334, -1.371)  -0.01
Br (-5.431, -1.856, -2.071)  0.83
C (-5.220, -3.133, 0.543)  -0.89
F (-6.316, -3.921, 0.406)  0.02
F (-5.675, -1.945, 0.956)  0.04
Br (-4.128, -4.002, 1.918)  0.86
C (-0.375, -0.701, 0.288)  -0.03
C (0.708, 0.100, -0.098)  -0.03
C (2.027, -0.151, 0.632)  -0.24
O (2.765, 0.735, 1.015)  0.12
C (2.318, -1.627, 0.879)  -0.08
C (3.590, -2.139, 0.702)  0.05
C (3.773, -3.515, 0.907)  -0.17
C (5.170, -4.101, 0.707)  -0.15
O (5.371, -4.740, -0.547)  -0.13
O (4.534, -5.873, -0.611)  -0.03
C (2.697, -4.311, 1.276)  -0.01
C (1.421, -3.783, 1.460)  0.02
C (1.236, -2.425, 1.255)  -0.08
C (-0.112, -1.732, 1.382)  -0.24
O (-0.886, -1.960, 2.291)  0.11
H (-4.630, 2.405, 4.206)  0.06
H (-5.709, 3.673, 4.774)  0.06
H (-4.338, 3.238, 5.781)  0.07
H (-4.481, 4.892, 3.232)  0.10
H (-3.635, 5.263, 4.750)  0.10
H (-2.670, 2.897, 3.077)  0.11
H (-1.729, 3.920, 4.211)  0.11
H (-2.054, 5.875, 2.666)  0.11
H (-2.727, 4.830, 1.405)  0.11
H (-0.164, 5.583, 1.524)  0.10
H (-0.010, 4.299, 2.750)  0.11
H (-0.094, 2.593, 1.136)  0.11
H (-1.451, 3.355, 0.335)  0.10
H (-0.050, 4.049, -1.420)  0.09
H (0.794, 5.034, -0.235)  0.09
H (2.607, 3.908, -0.913)  0.11
H (2.135, 2.919, 0.459)  0.10
H (1.727, 2.322, -2.543)  0.10
H (2.732, 1.425, -1.356)  0.11
H (0.007, 2.497, -3.322)  0.11
H (-1.628, 2.939, -2.636)  0.12
H (-3.468, 2.386, -3.954)  0.11
H (-4.565, 1.075, -5.717)  0.11
H (-3.364, -0.728, -6.883)  0.10
H (-1.021, -1.195, -6.279)  0.10
H (0.130, 0.056, -4.491)  0.12
H (-2.681, 0.487, -1.864)  0.13
H (-3.723, -0.737, -0.089)  0.10
H (-2.810, -1.571, 1.139)  0.08
H (-2.397, -3.469, -0.305)  0.10
H (-2.717, -2.465, -1.813)  0.11
H (4.408, -1.486, 0.389)  0.14
H (5.900, -3.306, 0.909)  0.13
H (5.303, -4.880, 1.482)  0.13
H (3.769, -5.546, -1.111)  0.11
H (2.861, -5.382, 1.404)  0.09
H (0.575, -4.405, 1.758)  0.13
C (2.964, -9.475, 6.615)  -0.11
O (2.064, -8.374, 6.408)  -0.25
P (2.376, -7.415, 5.066)  0.58
O (3.376, -6.480, 5.672)  -0.25
O (0.885, -6.801, 5.052)  -0.25
C (0.217, -6.459, 6.262)  -0.11
O (2.544, -6.987, 3.455)  -0.25
C (3.216, -7.963, 2.634)  -0.11
H (2.603, -10.052, 7.464)  0.09
H (2.991, -10.121, 5.737)  0.08
H (3.967, -9.103, 6.834)  0.09
H (0.904, -6.026, 6.989)  0.09
H (-0.261, -7.345, 6.681)  0.08
H (-0.556, -5.732, 6.025)  0.09
H (2.648, -8.896, 2.607)  0.08
H (4.223, -8.152, 3.013)  0.09
H (3.283, -7.570, 1.621)  0.07
C (-8.138, -0.975, -10.068)  -0.11
O (-8.549, -1.277, -8.724)  -0.26
P (-8.787, 0.046, -7.715)  0.59
O (-7.377, 0.234, -7.246)  -0.26
O (-9.683, -0.828, -6.696)  -0.25
C (-9.346, -2.174, -6.380)  -0.11
O (-9.475, 1.427, -7.065)  -0.23
C (-9.816, 2.463, -8.003)  -0.12
H (-8.098, -1.908, -10.627)  0.09
H (-8.854, -0.307, -10.548)  0.08
H (-7.148, -0.517, -10.063)  0.09
H (-8.267, -2.307, -6.297)  0.09
H (-9.747, -2.842, -7.143)  0.08
H (-9.811, -2.423, -5.428)  0.09
H (-10.567, 2.107, -8.711)  0.08
H (-8.927, 2.800, -8.540)  0.08
H (-10.235, 3.298, -7.445)  0.09
C (7.056, -1.536, 4.450)  -0.11
O (7.795, -2.649, 3.920)  -0.26
P (9.299, -2.930, 4.616)  0.58
O (10.119, -1.989, 3.789)  -0.26
O (9.348, -4.452, 4.081)  -0.25
C (8.880, -4.783, 2.782)  -0.11
O (10.430, -3.324, 5.785)  -0.23
C (10.209, -2.758, 7.089)  -0.12
H (6.080, -1.517, 3.970)  0.08
H (6.916, -1.645, 5.526)  0.08
H (7.580, -0.602, 4.236)  0.09
H (9.133, -4.012, 2.052)  0.09
H (7.800, -4.929, 2.813)  0.07
H (9.343, -5.720, 2.478)  0.09
H (9.266, -3.114, 7.508)  0.08
H (10.205, -1.667, 7.035)  0.08
H (11.020, -3.081, 7.739)  0.09
C (0.995, 11.640, -0.866)  -0.11
O (2.085, 10.704, -0.842)  -0.26
P (1.663, 9.084, -0.964)  0.58
O (1.393, 8.801, 0.482)  -0.26
O (3.148, 8.644, -1.412)  -0.25
C (4.300, 9.228, -0.816)  -0.11
O (1.062, 7.672, -1.634)  -0.24
C (-0.179, 7.841, -2.344)  -0.12
H (1.411, 12.645, -0.858)  0.09
H (0.398, 11.512, -1.769)  0.08
H (0.366, 11.505, 0.017)  0.09
H (4.155, 9.398, 0.251)  0.09
H (4.538, 10.167, -1.315)  0.08
H (5.135, 8.544, -0.957)  0.09
H (-0.034, 8.517, -3.190)  0.08
H (-0.945, 8.237, -1.674)  0.09
H (-0.498, 6.871, -2.721)  0.08

Computed properties:
* 2S+1: 1
* energy: -10152.397907 Eh